{"formula": "C3HO6", "method": "ωB97M-V/def2-TZVPD", "gap_ev": 9.39, "total_energy_ev": -15414.316, "charge": -1, "relative_energy_kj_mol": 90.7, "species": ["C", "C", "C", "O", "O", "O", "O", "O", "O", "H"], "xyz": [[2.9545, 0.0417, 0.2629], [0.6295, -0.7998, -0.3078], [0.9818, 0.6374, -0.6816], [-0.5794, -0.8454, 0.5045], [4.1366, 0.0613, 0.4245], [0.8619, -1.7347, -1.0654], [2.2928, 0.9197, -0.7311], [2.0978, -0.6937, 0.8140], [0.1111, 1.3697, -1.1370], [-0.7556, -0.0089, 1.0260]], "mulliken_charge": [0.642, 1.092, 0.209, -0.524, -0.604, -0.668, -0.333, -0.548, -0.580, 0.315]}